# C28H27N3O3S2

A single C28H27N3O3S2 molecule at a distorted geometry (the ωB97M-V functional and the def2-TZVPD basis, OMol25).

For the total energy, the calculation gives -61759.46660 eV. As for the SMILES: CCc1cccc(CC)c1NC(=O)CSc1nc2ccc(N3C(=O)[C@@H]4[C@H](C3=O)[C@H]3C=C[C@@H]4C3)cc2s1. The spin multiplicity is 1. The calculation puts the LUMO energy at 0.5 eV. The relative energy (zero: lowest compared OMol25 entry of this formula, charge and spin) is 0.170 eV. For the HOMO-LUMO gap, the calculation gives 8.642 eV.

Last column: natural (NBO) charge in e.
CARTESIAN COORDINATES (ANGSTROEM)
C  2.5445  -7.3726  0.8513  -0.591
C  1.3955  -6.5414  0.2758  -0.449
C  1.1733  -5.3033  1.1016  0.083
C  0.7236  -5.4322  2.4096  -0.246
C  0.5992  -4.3298  3.2318  -0.196
C  0.9598  -3.0795  2.7645  -0.213
C  1.3968  -2.9083  1.4599  -0.005
C  1.8389  -1.5491  0.9923  -0.430
C  3.3119  -1.3191  1.3386  -0.592
C  1.4598  -4.0247  0.6188  0.090
N  1.8450  -3.8400  -0.7337  -0.644
C  1.1077  -3.9521  -1.8603  0.698
O  1.5878  -3.7181  -2.9480  -0.607
C  -0.3268  -4.4622  -1.7784  -0.632
S  -1.3670  -3.8969  -0.3987  0.334
C  -1.1518  -2.1973  -0.5730  -0.079
N  -0.4288  -1.6613  -1.4829  -0.488
C  -0.4115  -0.3028  -1.3828  0.111
C  0.2916  0.5634  -2.2133  -0.201
C  0.2077  1.9193  -1.9878  -0.191
C  -0.5638  2.4202  -0.9366  0.122
N  -0.6420  3.8230  -0.7412  -0.498
C  -1.8426  4.4913  -0.5349  0.713
O  -2.9219  3.9673  -0.4898  -0.560
C  -1.5309  5.9626  -0.3778  -0.308
C  -0.0119  6.0702  -0.5125  -0.320
C  0.4700  4.6548  -0.7410  0.719
O  1.6049  4.2851  -0.8735  -0.560
C  0.4297  6.6092  0.8778  -0.249
C  -0.1225  8.0123  0.9417  -0.182
C  -1.4409  7.9183  1.0591  -0.193
C  -1.7924  6.4506  1.0757  -0.250
C  -0.5624  5.8853  1.7955  -0.389
C  -1.2630  1.5774  -0.0855  -0.163
C  -1.1823  0.2183  -0.3186  -0.228
S  -1.9310  -1.0853  0.5635  0.382
H  3.4638  -6.7913  0.8557  0.207
H  2.7017  -8.2629  0.2469  0.210
H  2.3306  -7.6805  1.8714  0.204
H  0.4843  -7.1451  0.2699  0.209
H  1.6450  -6.2792  -0.7522  0.215
H  0.4687  -6.4128  2.7827  0.209
H  0.2361  -4.4456  4.2417  0.214
H  0.8916  -2.2185  3.4132  0.211
H  1.2362  -0.7821  1.4838  0.215
H  1.7015  -1.4443  -0.0846  0.223
H  3.9440  -2.0663  0.8629  0.194
H  3.6270  -0.3347  1.0013  0.215
H  3.4626  -1.3843  2.4139  0.206
H  2.7515  -3.4169  -0.8909  0.411
H  -0.8162  -4.1667  -2.7070  0.267
H  -0.3330  -5.5499  -1.7015  0.253
H  0.8808  0.1579  -3.0193  0.237
H  0.7442  2.6064  -2.6219  0.232
H  -2.1096  6.5406  -1.0990  0.249
H  0.3434  6.7150  -1.3172  0.249
H  1.4903  6.4863  1.0765  0.239
H  0.4773  8.8976  0.8446  0.220
H  -2.1672  8.7087  1.0797  0.222
H  -2.7740  6.1830  1.4559  0.238
H  -0.4947  6.2239  2.8278  0.228
H  -0.4857  4.7992  1.7659  0.205
H  -1.8609  1.9686  0.7210  0.230

---

# C24H51AsN4O2S2Sb2Ti

A molecular structure, C24H51AsN4O2S2Sb2Ti at a distorted geometry (the ωB97M-V functional and the def2-TZVPD basis, OMol25).

For the total energy, the calculation gives -154467.00579 eV. The spin multiplicity is 3. The calculation puts the LUMO energy (spin up / spin down) at -0.3 / -0.3 eV. The relative energy (zero: lowest compared OMol25 entry of this formula, charge and spin) is 1.248 eV. For the HOMO-LUMO gap (spin up / spin down), the calculation gives 6.591 / 6.895 eV. Its expectation value of S² is 2.008.

Last column: Löwdin spin population.
CARTESIAN COORDINATES (ANGSTROEM)
Ti  -0.1303  0.3484  -0.5210  1.775
S  -2.1809  1.7693  -0.9079  0.007
C  -3.3154  0.7608  -1.7698  0.014
C  -4.6286  1.2502  -2.0520  0.001
N  -5.6605  1.6297  -2.4231  0.004
C  -3.1341  -0.5375  -2.1259  0.010
S  -1.6794  -1.3294  -1.5409  0.006
C  -4.0501  -1.2039  -2.9797  0.000
N  -4.6011  -1.7757  -3.8216  0.002
C  4.3212  0.8363  -2.9069  0.000
O  3.6208  1.8787  -2.2347  0.002
C  2.4464  1.5446  -1.6123  0.011
O  1.7819  0.5543  -1.7358  0.028
N  2.0904  2.6091  -0.8283  0.005
N  0.8251  2.4726  -0.1850  0.033
H  5.1507  0.5119  -2.3084  0.000
H  4.7085  1.2666  -3.8240  0.000
H  3.6539  0.0133  -2.9962  0.000
H  2.2972  3.4498  -1.2928  0.000
H  0.1218  3.0552  -0.6787  0.005
H  0.9433  2.9152  0.7343  0.005
C  1.7485  1.8194  3.3926  0.001
C  1.4532  0.2976  3.4122  0.007
C  2.4974  -0.4835  2.5649  0.010
C  1.5838  -0.2010  4.8506  0.001
Sb  -0.5118  0.1513  2.3609  0.031
C  -1.8539  1.7799  3.2169  0.004
C  -1.4208  3.0163  2.4788  0.002
C  -1.7317  1.8869  4.6855  0.000
C  -3.2734  1.3222  2.7747  0.000
C  -1.3167  -1.7823  3.0810  0.002
C  -0.2335  -2.8091  2.7860  0.002
C  -2.4399  -2.2381  2.2200  0.001
C  -1.7000  -1.8278  4.5389  0.000
H  2.6960  2.0228  3.8965  0.000
H  0.9612  2.3288  3.8879  0.000
H  1.8582  2.1265  2.3992  0.001
H  3.5105  -0.3063  2.9175  0.000
H  2.4635  -0.2116  1.5085  0.010
H  2.2135  -1.6061  2.5543  0.000
H  2.6187  -0.1868  5.0160  0.000
H  1.2175  -1.2408  5.0431  0.000
H  1.1186  0.4959  5.6119  0.000
H  -0.3584  3.0762  2.6597  0.000
H  -1.8764  3.9457  2.8881  0.000
H  -1.5992  2.9754  1.4020  0.001
H  -0.7979  2.2896  5.0653  0.000
H  -1.8670  0.9347  5.1333  0.000
H  -2.5457  2.5184  5.0575  0.000
H  -3.4027  1.1949  1.6788  0.000
H  -3.9975  2.0972  3.1032  0.000
H  -3.5817  0.3095  3.2388  0.000
H  0.1072  -2.7885  1.7591  0.002
H  -0.7209  -3.7933  2.8638  0.000
H  0.5973  -2.7183  3.5664  0.000
H  -2.0220  -2.2966  1.1812  0.001
H  -3.2049  -1.4958  2.0373  0.000
H  -2.8626  -3.1779  2.6599  0.000
H  -0.8805  -1.4542  5.2072  0.000
H  -1.8093  -2.8910  4.8271  0.000
H  -2.5771  -1.1804  4.7763  0.000
C  0.1837  0.4260  -7.8011  0.000
Sb  -0.0396  0.3408  -5.6852  0.000
C  -2.1026  1.1031  -5.6449  0.000
C  1.0235  2.2628  -5.3460  0.000
H  -0.4660  -0.2376  -8.4405  0.000
H  1.1957  0.0085  -8.0164  0.000
H  0.1381  1.4853  -8.1811  0.000
H  -2.5866  1.1008  -4.6460  0.000
H  -2.6465  0.3553  -6.2674  0.000
H  -2.1005  2.0924  -6.1767  0.000
H  0.3593  2.9699  -4.8413  0.000
H  1.3515  2.6722  -6.3173  0.000
H  2.0094  2.0790  -4.8071  0.000
C  0.2648  -3.9008  -0.7605  -0.001
As  1.2771  -2.2379  -0.9620  0.012
C  2.8549  -2.7040  0.1447  0.006
C  2.1113  -2.6381  -2.6444  -0.001
H  -0.2604  -3.7052  0.2093  0.000
H  0.8837  -4.7937  -0.8305  0.000
H  -0.4804  -3.9901  -1.5582  0.000
H  2.5752  -3.0446  1.1646  0.000
H  3.6062  -1.8672  0.2346  0.000
H  3.2970  -3.5521  -0.3351  0.000
H  2.4738  -3.7057  -2.5502  0.000
H  3.0299  -2.0098  -2.8073  0.000
H  1.4071  -2.4288  -3.4260  0.000

---

# CH3NO

A single CH3NO molecule at a distorted geometry (the ωB97M-V functional and the def2-TZVPD basis, OMol25).

For the total energy, the calculation gives -4619.90687 eV. As for the SMILES: C=NO. The spin multiplicity is 1. The calculation puts the LUMO energy at 0.7 eV. The relative energy (zero: lowest compared OMol25 entry of this formula, charge and spin) is 3.514 eV. For the HOMO-LUMO gap, the calculation gives 10.034 eV.

Last column: natural (NBO) charge in e.
CARTESIAN COORDINATES (ANGSTROEM)
C  -0.1097  -0.7393  0.5686  -0.137
N  -0.0364  -0.1373  -0.5228  -0.134
O  0.6002  1.0320  -0.7810  -0.553
H  0.5048  -0.4069  1.3879  0.144
H  -0.8703  -1.3980  0.7662  0.190
H  -0.0885  1.6496  -1.4190  0.490

---

# C10H23NP

2 unconnected molecules or ions with the total composition C10H23NP at a distorted geometry (the ωB97M-V functional and the def2-TZVPD basis, OMol25).

For the total energy, the calculation gives -21512.61315 eV. The spin multiplicity is 1. The calculation puts the LUMO energy at -4.2 eV. The total charge is +1. The relative energy (zero: lowest compared OMol25 entry of this formula, charge and spin) is 2.263 eV. For the HOMO-LUMO gap, the calculation gives 8.423 eV.

Last column: natural (NBO) charge in e.
CARTESIAN COORDINATES (ANGSTROEM)
C  -3.7083  0.6290  -0.5636  -0.421
C  -4.3415  0.0940  -1.6247  -0.362
C  2.5292  0.6190  1.6479  -0.615
C  2.9172  0.7127  -0.8236  -0.652
C  -0.0088  1.4794  -1.2645  -0.620
C  -0.0547  -2.5851  -1.1148  -0.454
C  -0.6881  -0.3437  2.9421  -0.930
C  2.0426  1.2154  0.3029  -0.201
C  0.5149  0.9162  0.0967  -0.314
C  0.0747  -0.5275  0.1600  0.182
N  0.3777  -1.2696  -0.8436  -0.496
P  -1.2210  -0.9648  1.2995  0.673
H  -4.1205  0.6192  0.4047  0.208
H  -2.7119  0.9078  -0.8188  0.183
H  -5.2293  -0.5209  -1.7300  0.206
H  3.5834  0.9191  1.8652  0.244
H  2.0156  0.9377  2.6292  0.222
H  2.3417  -0.4317  1.4523  0.191
H  3.8768  1.2034  -0.8889  0.249
H  3.3067  -0.3744  -0.8727  0.204
H  2.5809  0.8749  -1.7676  0.214
H  -0.9177  2.0160  -1.2503  0.241
H  -0.0488  0.7496  -2.0757  0.208
H  0.6214  2.3274  -1.6643  0.241
H  0.2481  -3.2790  -0.3496  0.232
H  -1.2055  -2.6020  -1.1830  0.237
H  0.2847  -2.9423  -2.1539  0.252
H  -1.3911  -0.6759  3.7486  0.281
H  -0.6450  0.7451  2.8664  0.254
H  0.3100  -0.8962  3.2198  0.257
H  2.2178  2.2341  0.2819  0.227
H  0.0698  1.5401  0.8692  0.244
H  -0.8987  -2.3301  1.3600  -0.007
H  1.1546  -1.0452  -1.4726  0.439
H  -3.8771  0.0481  -2.6842  0.184

---

Copy entry 3 word for word.
# CH3NO

A single CH3NO molecule at a distorted geometry (the ωB97M-V functional and the def2-TZVPD basis, OMol25).

For the total energy, the calculation gives -4619.90687 eV. As for the SMILES: C=NO. The spin multiplicity is 1. The calculation puts the LUMO energy at 0.7 eV. The relative energy (zero: lowest compared OMol25 entry of this formula, charge and spin) is 3.514 eV. For the HOMO-LUMO gap, the calculation gives 10.034 eV.

Last column: natural (NBO) charge in e.
CARTESIAN COORDINATES (ANGSTROEM)
C  -0.1097  -0.7393  0.5686  -0.137
N  -0.0364  -0.1373  -0.5228  -0.134
O  0.6002  1.0320  -0.7810  -0.553
H  0.5048  -0.4069  1.3879  0.144
H  -0.8703  -1.3980  0.7662  0.190
H  -0.0885  1.6496  -1.4190  0.490